C33H53N2O2P2PbS as an isolated structure in a non-equilibrium geometry. Source: OMol25; level of theory: ωB97M-V/def2-TZVPD.

The value obtained for the strongest force on any atom is 5.5 eV Å⁻¹. As for the molecular weight: 811.01 g/mol. The value obtained for the gap between HOMO and LUMO (spin up / spin down) is 6.200 / 6.150 eV. The total charge is +3. The value obtained for the electronic energy is -2821.92950 hartree.

```
94
Properties=species:S:1:pos:R:3:forces:R:3:lowdin_charge:R:1
C -1.605467 -1.274414 -1.708070 0.04 0.53 0.36 -0.32
C 0.657788 -1.787041 -1.491616 -0.46 -0.58 0.03 -0.31
C -1.793588 -2.238823 -2.701405 0.41 -0.39 -0.26 0.03
C 0.470092 -2.916289 -2.349735 0.52 0.36 -0.12 0.03
C -0.750868 -3.132560 -2.962595 -0.61 -0.04 0.09 0.01
H -2.752129 -2.272665 -3.220946 0.37 -0.14 0.05 0.14
H 1.335399 -3.554028 -2.538052 -0.31 0.17 -0.19 0.13
H -0.911838 -3.962757 -3.649003 0.18 0.17 0.16 0.14
N -0.471563 -1.162895 -1.001026 0.16 0.88 -0.63 0.05
P -2.907638 0.234222 0.251346 -1.19 0.17 -0.51 1.00
P 2.878516 -0.319410 -0.182293 1.80 -0.16 0.42 1.24
C -2.718704 -0.241695 -1.507810 0.54 -0.24 -0.18 -0.24
H -2.492706 0.657446 -2.110985 0.19 -0.40 0.28 0.10
H -3.662894 -0.633758 -1.914656 0.32 0.20 0.28 0.09
C 0.312695 2.983809 2.358001 1.51 2.78 0.69 -0.05
O 0.919547 3.910504 2.629571 -1.50 -2.33 -0.63 0.12
C 1.998400 -1.321313 -1.314654 -0.57 -2.43 0.43 -0.20
H 2.716379 -2.011499 -1.795911 -0.34 0.46 -0.02 0.10
C 4.313558 0.353341 -1.319591 0.00 0.39 0.14 -0.63
C 3.506865 -1.268611 1.445624 -0.14 0.07 0.21 -0.62
C -3.758222 1.925075 0.202472 0.08 -0.42 0.23 -0.69
C -3.965537 -1.217615 0.883015 0.12 0.25 0.36 -0.66
C 4.366617 1.864175 -1.055161 0.04 0.15 0.16 -0.08
H 4.595042 2.093481 -0.007692 -0.01 0.00 -0.16 0.09
H 5.153244 2.303803 -1.684076 -0.17 -0.09 0.20 0.11
H 3.416222 2.342162 -1.318581 0.21 0.02 0.04 0.07
C 5.656815 -0.305114 -0.994177 0.20 -0.19 0.19 -0.07
H 5.972236 -0.144735 0.043089 -0.02 -0.08 -0.38 0.07
H 5.641244 -1.381342 -1.208112 0.06 0.30 0.00 0.09
H 6.431851 0.136672 -1.640721 -0.32 -0.03 0.15 0.12
C 4.033696 0.151042 -2.815215 -0.34 -0.24 -0.03 -0.07
H 4.809600 0.685833 -3.388517 -0.23 -0.19 0.29 0.12
H 4.062450 -0.904081 -3.115306 0.07 0.25 0.03 0.09
H 3.066636 0.569806 -3.110056 0.37 -0.11 -0.02 0.04
C 4.346545 -0.292681 2.282829 0.04 0.35 -0.14 -0.07
H 3.757041 0.582141 2.589220 0.09 -0.19 -0.02 0.09
H 4.677791 -0.809554 3.197516 -0.13 0.09 -0.31 0.11
H 5.243136 0.076892 1.772529 -0.25 -0.17 0.17 0.07
C 2.310159 -1.719481 2.290966 -0.35 0.11 -0.04 -0.12
H 1.737320 -0.881142 2.711987 0.21 -0.14 -0.12 0.02
H 1.620741 -2.370689 1.738831 0.10 0.05 0.05 0.09
H 2.690808 -2.293692 3.151064 -0.04 0.13 -0.33 0.11
C 4.298281 -2.511512 1.036231 0.20 -0.12 -0.49 -0.06
H 5.221607 -2.274846 0.500502 -0.25 -0.09 0.24 0.07
H 4.582252 -3.064655 1.944032 -0.16 0.18 -0.17 0.12
H 3.695010 -3.178493 0.407690 0.12 0.02 0.18 0.09
C -4.630341 -0.804125 2.203922 -0.14 -0.09 0.16 -0.08
H -5.172581 -1.674906 2.604000 0.16 0.25 -0.08 0.11
H -3.888610 -0.499985 2.956708 -0.16 -0.04 -0.17 0.07
H -5.365668 0.001594 2.072027 0.21 -0.28 0.04 0.08
C -3.009011 -2.396515 1.137833 0.16 0.00 0.06 -0.08
H -2.475866 -2.697077 0.227635 -0.15 -0.03 0.17 0.07
H -2.272156 -2.172028 1.921540 -0.19 -0.03 -0.13 0.05
H -3.606833 -3.257422 1.471646 0.17 0.21 -0.08 0.11
C -5.029264 -1.670892 -0.124055 -0.18 0.07 -0.05 -0.07
H -5.649349 -2.434933 0.366933 0.16 0.20 -0.10 0.11
H -5.695817 -0.861982 -0.442663 0.13 -0.22 0.05 0.08
H -4.589727 -2.144697 -1.008896 -0.11 0.03 0.18 0.08
C -2.947758 2.878231 -0.696976 -0.08 -0.12 -0.05 -0.09
H -3.041305 2.621227 -1.759666 0.04 0.11 0.23 0.08
H -3.347044 3.896094 -0.569984 0.14 -0.29 -0.03 0.11
H -1.878687 2.904865 -0.436126 -0.12 0.01 0.00 0.06
C -3.777099 2.486295 1.636394 -0.16 -0.03 0.00 -0.08
H -2.761165 2.640740 2.030866 -0.14 0.01 -0.09 0.06
H -4.281629 3.462675 1.619855 0.15 -0.22 0.07 0.11
H -4.319077 1.837430 2.335484 0.15 0.23 -0.19 0.07
C -5.178842 1.783081 -0.350096 -0.24 0.27 -0.03 -0.07
H -5.190499 1.341612 -1.354862 -0.01 0.08 0.20 0.09
H -5.838975 1.202636 0.305017 0.21 0.13 -0.15 0.08
H -5.611809 2.790223 -0.431561 0.04 -0.23 -0.02 0.11
Pb -0.410747 0.434142 1.325988 -0.19 -1.41 0.56 1.23
N 0.913791 1.289523 -0.586013 1.43 -0.85 -4.28 -0.02
C 1.082749 1.090144 -1.765001 -2.34 3.36 3.60 -0.17
C 0.881448 1.738537 -3.042313 0.13 -0.75 -0.81 -0.23
C 0.643610 3.118186 -2.946339 0.25 0.64 0.01 -0.02
C 0.972117 1.111512 -4.298355 0.12 0.34 0.00 -0.03
C 0.619027 3.904669 -4.098698 -0.10 -0.41 0.21 -0.02
H 0.529717 3.573225 -1.958114 0.14 -0.11 -0.41 0.12
C 0.934069 1.907760 -5.445908 -0.14 -0.34 0.21 -0.03
H 1.085668 0.026481 -4.350898 0.10 0.35 -0.12 0.12
C 0.761730 3.293112 -5.348894 0.08 0.06 0.17 -0.02
H 0.509155 4.985558 -4.000974 -0.07 -0.34 -0.12 0.13
H 1.053789 1.442654 -6.423558 -0.12 0.12 0.24 0.13
H 0.740216 3.904572 -6.253286 0.06 -0.23 0.27 0.13
C -0.425601 -2.434645 5.491834 0.17 -0.08 0.28 -0.22
S -1.259270 -0.910136 5.018117 0.02 -0.19 -0.42 0.91
C -0.121846 0.289345 5.725913 -0.09 0.19 0.65 -0.22
O -1.073177 -0.803412 3.502385 0.11 0.25 -0.31 -0.80
H -0.980391 -2.853454 6.340929 0.19 0.03 -0.20 0.07
H 0.607469 -2.220675 5.791095 -0.26 -0.21 -0.18 0.06
H -0.454330 -3.125693 4.642647 -0.13 0.20 0.18 0.07
H 0.369873 0.851760 4.923308 -0.16 -0.25 0.16 0.05
H -0.731806 0.956742 6.348330 0.32 -0.02 -0.18 0.07
H 0.607467 -0.225060 6.362323 -0.12 0.30 -0.19 0.06
```
Forces are in eV/Å.